{
  "formula": "H4N3P",
  "method": "the ωB97M-V functional and the def2-TZVPD basis",
  "symbols": ["N", "N", "N", "P", "H", "H", "H", "H"],
  "positions_angstrom": [[0.371015, 0.023692, -0.557388], [-1.510487, 0.690034, 0.591235], [1.252088, 0.738718, 0.041560], [-1.065911, -0.596050, -0.114666], [1.426783, 1.738855, -0.055239], [1.765710, 0.305320, 0.753055], [-0.860574, -1.706647, 0.665696], [-1.378624, -1.193924, -1.324254]],
  "forces_ev_per_angstrom": [[0.75, 1.83, -1.68], [-1.46, 0.95, 0.56], [0.55, -0.12, -0.04], [0.76, -0.79, 0.33], [-0.58, -0.43, -0.72], [0.82, -0.49, 1.45], [-0.29, -0.86, 0.63], [-0.55, -0.11, -0.52]],
  "lowdin_charge": [-0.259, -0.267, -0.018, 0.421, 0.123, 0.080, -0.045, -0.034],
  "multiplicity": 1,
  "gap_ev": [8.1, 8.7],
  "energy_ev": -13818.1837,
  "fmax_ev_per_a": 2.60,
  "homo_energy_ev": [-8.6, -9.1]
}

{
  "formula": "H4N4O",
  "method": "the ωB97M-V functional and the def2-TZVPD basis",
  "symbols": ["N", "N", "N", "N", "O", "H", "H", "H", "H"],
  "positions_angstrom": [[2.832444, -0.183649, 0.386757], [-0.779418, 0.249614, -0.883684], [0.595104, 0.023400, 1.030790], [0.225695, -0.394986, -0.168081], [2.600232, -0.764622, -0.599650], [-1.153674, 0.974954, -0.290459], [-1.609632, -0.222091, -1.224698], [0.344970, 1.113720, 1.166643], [0.976346, -0.847345, -0.746587]],
  "forces_ev_per_angstrom": [[-0.10, -0.40, -0.80], [-0.09, 1.72, -0.56], [-0.09, 2.25, -0.82], [-0.87, -0.60, 0.81], [1.37, 0.32, 0.83], [0.19, 0.29, 0.10], [0.57, -1.21, 0.32], [0.26, -2.89, -0.40], [-1.24, 0.51, 0.51]],
  "lowdin_charge": [0.054, 0.021, -0.024, -0.257, -0.119, 0.061, 0.080, 0.100, 0.083],
  "multiplicity": 1,
  "gap_ev": [8.5, 7.9],
  "energy_ev": -8066.5799,
  "fmax_ev_per_a": 2.92,
  "homo_energy_ev": [-7.8, -8.1]
}

{
  "formula": "H4N4O2",
  "method": "the ωB97M-V functional and the def2-TZVPD basis",
  "symbols": ["N", "N", "N", "N", "O", "O", "H", "H", "H", "H"],
  "positions_angstrom": [[-0.904407, -0.834869, 0.544291], [1.962519, -0.105952, -0.339556], [-0.617075, 0.328478, 0.553287], [2.601378, -0.375706, 0.678716], [-1.380103, 1.326161, 0.020276], [3.800777, 0.030937, 0.852575], [-1.951359, -1.017119, 0.106179], [-3.837697, -0.744915, -0.865442], [2.567382, 0.393045, -1.117070], [-2.241415, 0.999941, -0.433255]],
  "forces_ev_per_angstrom": [[-3.87, -1.29, -1.11], [0.08, 0.19, -2.63], [2.00, 0.85, 1.27], [0.12, -0.02, 1.02], [-2.50, 0.07, -1.36], [0.85, 0.16, -0.26], [2.22, 0.61, 0.53], [0.10, 0.17, 0.06], [-0.26, -0.39, 1.63], [1.26, -0.34, 0.85]],
  "lowdin_charge": [-0.015, -0.121, -0.259, -0.443, -0.227, -0.396, -0.096, -0.424, 0.005, -0.023],
  "multiplicity": 1,
  "gap_ev": 6.6,
  "energy_ev": -10112.0929,
  "fmax_ev_per_a": 4.23,
  "charge": -2,
  "homo_energy_ev": 0.7
}

{
  "formula": "H4N4O2",
  "method": "the ωB97M-V functional and the def2-TZVPD basis",
  "symbols": ["N", "N", "N", "N", "O", "O", "H", "H", "H", "H"],
  "positions_angstrom": [[-1.621888, -0.007711, 0.479036], [-0.725877, -0.099262, -0.598327], [0.502581, -0.684872, -0.308634], [1.591346, 0.043370, -0.025882], [1.516141, 1.207748, -0.340569], [2.550355, -0.568458, 0.337775], [-2.477907, 0.050073, 0.047122], [-1.550750, 0.821060, 1.094856], [-0.420555, 0.841593, -0.893213], [0.636554, -1.603537, 0.207839]],
  "forces_ev_per_angstrom": [[1.67, 0.14, 2.05], [0.92, 1.12, -0.52], [-0.31, -3.37, 1.36], [-0.73, 0.83, -1.07], [0.50, 1.46, 0.25], [1.27, -0.48, 0.83], [-2.53, -0.18, -0.93], [0.54, -0.43, -0.58], [-0.26, -0.51, -0.23], [-1.09, 1.42, -1.16]],
  "lowdin_charge": [0.008, -0.107, 0.020, -0.488, 0.051, 0.077, 0.035, 0.092, 0.119, 0.194],
  "multiplicity": 1,
  "gap_ev": 10.6,
  "smiles": "NNN[N+](=O)[O-]",
  "energy_ev": -10114.9168,
  "fmax_ev_per_a": 3.65,
  "homo_energy_ev": -9.9
}

{
  "formula": "H4N4O2",
  "method": "the ωB97M-V functional and the def2-TZVPD basis",
  "symbols": ["N", "N", "N", "N", "O", "O", "H", "H", "H", "H"],
  "positions_angstrom": [[-0.612057, -0.306782, 1.304388], [0.482558, -1.019504, -1.244668], [0.376675, 0.425114, 1.018034], [-0.100964, 1.232548, -0.052370], [-1.288228, 1.177866, -0.221843], [0.674089, 1.988701, -0.554992], [-1.423324, -0.369615, 0.608610], [-0.291331, -1.189622, 1.767974], [1.142710, -1.340067, -0.592223], [1.039873, -0.598638, -2.032911]],
  "forces_ev_per_angstrom": [[-1.85, -4.35, 1.70], [-0.75, 0.97, -2.14], [1.44, 1.26, -1.66], [0.25, 0.56, 1.62], [-1.70, 0.80, -1.68], [0.93, 0.48, -0.62], [1.38, 0.32, 1.13], [-0.72, 1.20, -0.29], [1.52, -0.69, 1.06], [-0.50, -0.53, 0.89]],
  "lowdin_charge": [0.016, 0.116, 0.042, -0.508, 0.011, 0.071, 0.139, 0.140, -0.052, 0.026],
  "multiplicity": 1,
  "gap_ev": [10.1, 7.9],
  "energy_ev": -10112.7585,
  "fmax_ev_per_a": 5.03,
  "homo_energy_ev": [-11.2, -8.9]
}

{
  "formula": "H4N5",
  "method": "the ωB97M-V functional and the def2-TZVPD basis",
  "symbols": ["N", "N", "N", "N", "N", "H", "H", "H", "H"],
  "positions_angstrom": [[2.238925, -0.238071, -0.564843], [1.159900, 0.036894, -0.491418], [-0.650621, -1.381423, 0.526852], [-0.485769, 1.535546, -0.002025], [0.033013, 0.452928, -0.513870], [0.123129, -1.992521, 0.901784], [-1.027829, -1.818716, -0.335150], [-1.430170, 1.598103, -0.330297], [0.039421, 1.807259, 0.808968]],
  "forces_ev_per_angstrom": [[0.47, -0.65, -0.13], [3.03, 1.13, 0.81], [0.11, -0.42, 0.27], [2.44, -1.54, -0.35], [-4.05, -0.95, -1.95], [-0.75, 0.46, -0.68], [0.35, -0.06, 0.53], [-0.61, 0.80, 0.68], [-0.98, 1.23, 0.83]],
  "lowdin_charge": [0.381, -0.087, 0.129, 0.224, -0.035, 0.045, 0.035, 0.155, 0.152],
  "multiplicity": 1,
  "gap_ev": [8.3, 9.7],
  "energy_ev": -7501.1914,
  "fmax_ev_per_a": 4.60,
  "charge": 1,
  "homo_energy_ev": [-15.9, -15.3]
}

{
  "formula": "H4NO2PS",
  "method": "the ωB97M-V functional and the def2-TZVPD basis",
  "symbols": ["N", "P", "O", "S", "H", "H", "O", "H", "H"],
  "positions_angstrom": [[0.469987, -0.997201, -0.505174], [0.892202, -0.555195, 1.021753], [-0.222838, -0.047457, 1.808757], [2.762645, -0.656484, 1.497700], [-0.376549, -0.594029, -0.890005], [1.194311, -1.244632, -1.159850], [-1.319271, 1.386021, -0.882690], [-2.214022, 1.030052, -0.913676], [-1.186465, 1.678925, 0.023186]],
  "forces_ev_per_angstrom": [[0.30, 0.12, 0.84], [1.49, -0.03, -0.61], [-0.49, 0.08, 0.06], [-1.26, -0.17, -0.43], [0.06, 0.09, 0.08], [0.04, 0.00, 0.04], [-0.05, -0.20, -0.30], [-0.02, 0.18, 0.12], [-0.07, -0.05, 0.21]],
  "lowdin_charge": [-0.110, 0.146, -0.379, 0.232, 0.034, 0.056, -0.063, 0.051, 0.033],
  "multiplicity": 1,
  "gap_ev": 10.0,
  "smiles": "NP(=O)=S.O",
  "energy_ev": -25775.6994,
  "fmax_ev_per_a": 1.61,
  "homo_energy_ev": -9.8
}

{
  "formula": "H4NO2PS",
  "method": "the ωB97M-V functional and the def2-TZVPD basis",
  "symbols": ["N", "O", "O", "P", "S", "H", "H", "H", "H"],
  "positions_angstrom": [[0.691892, 1.201650, -1.209066], [-0.800696, 4.244840, 2.059377], [-0.256040, 3.423402, -0.185703], [0.046264, 3.244973, 1.452696], [0.160937, 2.834558, -1.613552], [1.404216, 0.810261, -1.866848], [-0.074581, 0.561590, -1.538182], [-2.596799, 1.001416, 2.027778], [-2.244123, 0.264576, 2.074229]],
  "forces_ev_per_angstrom": [[-1.17, -1.05, -1.83], [-0.53, 0.71, 0.81], [-0.07, 0.17, 1.89], [0.34, -0.54, -1.69], [0.97, -1.53, -1.04], [0.13, 1.37, 0.87], [0.33, 0.85, 1.00], [0.95, -1.98, 0.13], [-0.94, 1.99, -0.13]],
  "lowdin_charge": [-0.334, -0.447, -0.864, 0.795, 0.764, 0.037, 0.026, 0.008, 0.015],
  "multiplicity": 1,
  "gap_ev": 8.6,
  "energy_ev": -25772.6128,
  "fmax_ev_per_a": 2.41,
  "homo_energy_ev": -8.8
}

{
  "formula": "H4NOP2",
  "method": "the ωB97M-V functional and the def2-TZVPD basis",
  "symbols": ["O", "P", "N", "P", "H", "H", "H", "H"],
  "positions_angstrom": [[-2.527740, -1.030391, 0.423405], [-1.213828, -0.254480, 0.153612], [-0.153777, 1.546169, -0.552876], [1.334999, 1.180239, -0.454044], [-0.393351, -0.464524, 1.184309], [-0.436106, -1.277416, -0.609325], [1.716647, 0.463585, 0.809282], [1.673156, -0.163181, -0.954363]],
  "forces_ev_per_angstrom": [[0.84, 2.19, -0.36], [0.44, -1.64, -2.50], [-5.39, -1.08, 0.54], [3.88, -2.24, 0.98], [1.19, 0.34, 2.17], [-0.34, 1.20, -0.16], [-0.33, 0.90, 0.08], [-0.29, 0.33, -0.76]],
  "lowdin_charge": [-0.638, 0.599, -0.692, 0.272, -0.132, -0.057, -0.169, -0.183],
  "multiplicity": 1,
  "gap_ev": [8.0, 8.0],
  "smiles": "[O-][PH2]=NP",
  "energy_ev": -22178.2481,
  "fmax_ev_per_a": 5.52,
  "charge": -1,
  "homo_energy_ev": [-3.8, -3.8]
}

{
  "formula": "H4NOPS",
  "method": "the ωB97M-V functional and the def2-TZVPD basis",
  "symbols": ["O", "P", "S", "H", "N", "H", "H", "H"],
  "positions_angstrom": [[-1.579502, -1.800195, 0.180732], [-2.781009, -0.811470, -0.093939], [-2.202462, 1.003348, 0.093236], [-0.765872, -1.400938, 0.534018], [1.749313, 0.542800, -0.116175], [1.109208, 1.259494, 0.282372], [2.662854, 0.629973, 0.186560], [1.807473, 0.576990, -1.066807]],
  "forces_ev_per_angstrom": [[0.71, -0.67, 0.41], [-0.56, 0.84, -0.26], [-0.11, -0.17, 0.04], [0.08, 0.07, -0.22], [-2.66, -0.08, 2.56], [1.00, -0.74, -0.67], [1.96, 0.43, 1.27], [-0.42, 0.32, -3.14]],
  "lowdin_charge": [-0.443, 0.323, 0.089, 0.035, 0.040, 0.019, -0.026, -0.036],
  "multiplicity": 1,
  "gap_ev": 8.9,
  "smiles": "OP=S.N",
  "energy_ev": -23727.1928,
  "fmax_ev_per_a": 3.69,
  "homo_energy_ev": -9.5
}

Copy entry 6 word for word.
{
  "formula": "H4N5",
  "method": "the ωB97M-V functional and the def2-TZVPD basis",
  "symbols": ["N", "N", "N", "N", "N", "H", "H", "H", "H"],
  "positions_angstrom": [[2.238925, -0.238071, -0.564843], [1.159900, 0.036894, -0.491418], [-0.650621, -1.381423, 0.526852], [-0.485769, 1.535546, -0.002025], [0.033013, 0.452928, -0.513870], [0.123129, -1.992521, 0.901784], [-1.027829, -1.818716, -0.335150], [-1.430170, 1.598103, -0.330297], [0.039421, 1.807259, 0.808968]],
  "forces_ev_per_angstrom": [[0.47, -0.65, -0.13], [3.03, 1.13, 0.81], [0.11, -0.42, 0.27], [2.44, -1.54, -0.35], [-4.05, -0.95, -1.95], [-0.75, 0.46, -0.68], [0.35, -0.06, 0.53], [-0.61, 0.80, 0.68], [-0.98, 1.23, 0.83]],
  "lowdin_charge": [0.381, -0.087, 0.129, 0.224, -0.035, 0.045, 0.035, 0.155, 0.152],
  "multiplicity": 1,
  "gap_ev": [8.3, 9.7],
  "energy_ev": -7501.1914,
  "fmax_ev_per_a": 4.60,
  "charge": 1,
  "homo_energy_ev": [-15.9, -15.3]
}